# C4H11BrCuNO

C4H11BrCuNO as an isolated structure (ωB97M-V with the def2-TZVPD basis set, the Open Molecules 2025 dataset).

Last column: natural (NBO) charge in e.
Cartesian coordinates (Å):
Cu1 0.4271 -1.2888 -5.5265  0.88
Br1 1.4201 -1.7660 -3.1053  -0.74
C1 -0.3963 -1.1321 2.1017  -0.61
C2 -0.0245 -0.8146 0.5799  -0.10
C3 0.3418 0.7466 0.3702  -0.08
O1 -0.8967 1.3949 0.3344  -0.54
C4 -0.8714 2.5801 -0.4431  -0.26
N1 1.0991 -1.7118 0.2809  -0.31
H1 -1.0754 -0.3281 2.3852  0.25
H2 0.4491 -1.1389 2.7897  0.24
H3 -0.8821 -2.1073 2.0682  0.22
H4 -0.7977 -1.0786 -0.1415  0.29
H5 1.0325 0.9399 -0.4506  0.19
H6 0.8479 1.1420 1.2509  0.19
H7 -0.2346 3.3576 -0.0211  0.18
H8 -1.8728 3.0072 -0.4975  0.21
H9 -0.5469 2.4288 -1.4726  0.17
H10 0.6496 -2.6122 0.1947  0.39
H11 1.3313 -1.6186 -0.6976  0.41

Computed properties:
Lowest unoccupied orbital energy (spin up / spin down): -5.11 / -8.37 eV
<S²>: 0.75
Gap between HOMO and LUMO (spin up / spin down): 0.300 / 0.176 Ha
E_HOMO (spin up / spin down): -13.28 / -13.15 eV
Total energy: -4503.10384 hartree
Net charge: +1
Multiplicity: 2

# C2H2N4O2

C2H2N4O2 in the gas phase (ωB97M-V with the def2-TZVPD basis set, the Open Molecules 2025 dataset).

Last column: natural (NBO) charge in e.
Cartesian coordinates (Å):
O1 -3.1110 -0.1950 -0.3398  -0.54
C1 -1.9870 -0.1335 0.5040  0.44
N1 -1.0594 0.7830 -0.0600  -0.49
C2 0.1150 0.2926 -0.1469  0.48
N2 0.5528 -0.9918 -0.0337  -0.29
N3 1.7678 -0.9988 -0.0870  0.23
O2 2.3546 0.0730 -0.0385  -0.10
N4 1.2791 1.0614 0.1952  -0.34
H1 -1.8540 -0.9542 1.1420  0.18
H2 1.3551 1.9994 -0.3603  0.42

Computed properties:
SMILES: O=C/N=c1\nno[nH]1
Lowest unoccupied orbital energy: -1.18 eV
Gap between HOMO and LUMO: 0.313 Ha
E_HOMO: -9.68 eV
Total energy: -446.68395 hartree
Net charge: 0

# C24H27N4OPRhS8Sb

C24H27N4OPRhS8Sb as an isolated structure (ωB97M-V with the def2-TZVPD basis set, the Open Molecules 2025 dataset).

Last column: natural (NBO) charge in e.
Cartesian coordinates (Å):
Rh1 -0.1446 -0.2833 -0.1034  0.59
S1 0.8075 5.0728 3.8852  -0.94
Sb1 0.1312 3.1143 4.8316  0.89
S2 -1.6141 0.0616 1.5847  -0.18
S3 0.0876 1.1236 1.9313  -0.47
S4 -2.0179 3.3174 5.5511  -0.93
S5 -0.9153 -1.7780 -1.7026  -0.36
S6 1.9692 -0.4382 -2.2795  -0.66
S7 0.9579 -1.0256 -3.9622  -0.12
S8 -1.0245 -0.6924 -3.3948  -0.08
O1 -0.9710 1.3752 -1.0481  -1.06
P1 -0.8285 2.8589 -0.8972  2.00
C1 -0.8815 3.5840 -2.5539  -0.44
C2 -0.3383 2.8399 -3.5981  -0.10
C3 -0.2858 3.3824 -4.8746  -0.23
C4 -0.7701 4.6615 -5.1102  -0.21
C5 -1.3041 5.4078 -4.0668  -0.23
C6 -1.3576 4.8708 -2.7886  -0.18
C7 0.6867 3.5381 -0.1812  -0.44
C8 1.8527 2.7844 -0.1283  -0.11
C9 3.0068 3.3277 0.4134  -0.23
C10 3.0035 4.6245 0.9066  -0.19
C11 1.8486 5.3894 0.8355  -0.19
C12 0.6974 4.8532 0.2808  -0.18
C13 -2.2073 3.5557 0.0247  -0.44
C14 -3.4592 3.5766 -0.5918  -0.18
C15 -4.5745 3.9807 0.1226  -0.24
C16 -4.4454 4.3564 1.4552  -0.20
C17 -3.2062 4.3290 2.0763  -0.15
C18 -2.0872 3.9253 1.3615  -0.18
H1 0.0445 1.8434 -3.4048  0.25
H2 0.1410 2.7966 -5.6790  0.21
H3 -0.7283 5.0825 -6.1080  0.20
H4 -1.6806 6.4074 -4.2479  0.20
H5 -1.7788 5.4504 -1.9755  0.22
H6 1.8530 1.7777 -0.5172  0.23
H7 3.9071 2.7277 0.4543  0.21
H8 3.8964 5.0361 1.3607  0.20
H9 1.8285 6.3918 1.2443  0.22
H10 -0.2048 5.4513 0.2558  0.22
H11 -3.5593 3.2666 -1.6259  0.22
H12 -5.5467 3.9897 -0.3559  0.20
H13 -5.3206 4.6605 2.0170  0.20
H14 -3.0937 4.5845 3.1227  0.24
H15 -1.1287 3.9002 1.8619  0.26
C19 2.4004 -1.1649 0.9828  -0.11
N1 3.3316 -2.0693 1.6465  -0.47
C20 3.4664 -3.2742 0.8299  -0.08
N2 2.1836 -3.9549 0.6501  -0.47
C21 1.2576 -3.0344 -0.0029  -0.10
N3 1.0480 -1.7937 0.8039  -0.43
C22 0.5512 -2.2088 2.1502  -0.09
N4 1.4792 -3.1196 2.8111  -0.47
C23 2.7715 -2.4453 2.9438  -0.08
C24 1.6570 -4.2981 1.9681  -0.07
H16 2.7697 -0.9135 -0.0112  0.24
H17 2.2693 -0.2614 1.5751  0.24
H18 4.1675 -3.9588 1.3153  0.18
H19 3.8576 -2.9956 -0.1501  0.21
H20 0.2936 -3.5204 -0.1372  0.21
H21 1.6407 -2.7391 -0.9797  0.26
H22 -0.4155 -2.6911 2.0145  0.21
H23 0.4220 -1.3101 2.7499  0.25
H24 3.4707 -3.1184 3.4478  0.18
H25 2.6404 -1.5466 3.5486  0.21
H26 0.6907 -4.7922 1.8445  0.19
H27 2.3484 -4.9888 2.4591  0.18

Computed properties:
Lowest unoccupied orbital energy: 4.25 eV
Gap between HOMO and LUMO: 0.225 Ha
E_HOMO: -1.88 eV
Total energy: -5102.89478 hartree
Net charge: -2

# C5H11N

A 2-piece molecular cluster, C5H11N overall (ωB97M-V with the def2-TZVPD basis set, the Open Molecules 2025 dataset).

Last column: natural (NBO) charge in e.
Cartesian coordinates (Å):
C1 -2.3010 -1.4567 2.7239  -0.42
C2 -1.9774 -1.8838 1.5065  -0.15
C3 -1.0823 -3.0505 1.2249  -0.65
H1 -2.6591 -0.4658 2.9572  0.21
H2 -1.7376 -1.9698 3.5046  0.18
H3 -2.4031 -1.4158 0.6268  0.19
H4 -0.6594 -3.3806 2.1750  0.21
H5 -0.2477 -2.7656 0.5829  0.22
H6 -1.5917 -3.8927 0.7539  0.22
C4 2.6205 2.0449 -2.8869  -0.05
N1 1.4713 1.9366 -2.4101  -0.38
C5 1.0919 2.8222 -1.3204  -0.44
H7 3.0249 1.4361 -3.6913  0.17
H8 3.3315 2.8411 -2.6029  0.12
H9 0.5686 3.6805 -1.7423  0.21
H10 0.5712 2.2616 -0.5506  0.21
H11 1.9793 3.2583 -0.8511  0.17

Computed properties:
SMILES: C=CC.C=NC
Lowest unoccupied orbital energy: 1.05 eV
Gap between HOMO and LUMO: 0.393 Ha
E_HOMO: -9.64 eV
Total energy: -251.78450 hartree
Net charge: 0

# C11H13N2OS4Zn

C11H13N2OS4Zn as an isolated structure (ωB97M-V with the def2-TZVPD basis set, the Open Molecules 2025 dataset).

Last column: natural (NBO) charge in e.
Cartesian coordinates (Å):
Zn1 0.1166 -0.8670 1.7323  1.49
S1 0.4346 -0.0598 3.8973  -0.36
C1 0.4828 1.3258 2.8572  -0.11
N1 0.3963 1.1461 1.5520  -0.74
C2 0.3938 2.3443 0.8450  0.19
C3 0.2998 2.4919 -0.5349  -0.25
C4 0.3178 3.7688 -1.0636  -0.19
C5 0.4284 4.8908 -0.2374  -0.21
C6 0.5227 4.7541 1.1351  -0.18
C7 0.5029 3.4689 1.6655  -0.25
S2 0.5861 2.9760 3.3386  0.48
H1 0.2140 1.6186 -1.1705  0.21
H2 0.2444 3.9035 -2.1348  0.23
H3 0.4381 5.8789 -0.6775  0.23
H4 0.6077 5.6194 1.7797  0.23
C8 2.9443 -0.9860 0.5040  -0.25
O1 1.9290 -1.7280 1.2244  -0.81
H5 3.6474 -1.6784 0.0487  0.20
H6 3.4624 -0.3012 1.1720  0.20
H7 2.4377 -0.4190 -0.2711  0.20
H8 2.3330 -2.1588 1.9880  0.52
S3 -2.0577 -1.3035 0.9088  -0.32
C9 -1.9948 -2.2308 -0.5234  -0.01
N2 -2.0558 -3.5390 -0.5580  -0.53
C10 -1.9530 -4.2054 -1.8589  -0.23
C11 -2.2160 -3.1275 -2.9152  -0.54
S4 -1.9185 -1.5270 -2.0893  0.41
H9 -2.1111 -4.0618 0.3052  0.44
H10 -2.6860 -5.0058 -1.9204  0.24
H11 -0.9592 -4.6388 -1.9668  0.22
H12 -3.2435 -3.1347 -3.2685  0.24
H13 -1.5442 -3.2142 -3.7636  0.26

Computed properties:
Lowest unoccupied orbital energy: -3.42 eV
Gap between HOMO and LUMO: 0.273 Ha
E_HOMO: -10.84 eV
Total energy: -3983.65812 hartree
Net charge: +1

# C3H11N2S

A 2-piece molecular cluster, C3H11N2S overall (ωB97M-V with the def2-TZVPD basis set, the Open Molecules 2025 dataset).

Last column: natural (NBO) charge in e.
Cartesian coordinates (Å):
C1 -2.5864 -2.1387 0.4268  -0.72
C2 -1.4444 -1.3077 0.3694  0.35
C3 1.0725 1.7668 -0.4058  -0.71
N1 1.8719 2.9426 -0.8126  -0.71
N2 -0.3599 -1.4672 1.1524  -0.60
S1 2.0863 0.3726 -0.3012  -0.12
H1 -3.4869 -1.6377 0.7287  0.30
H2 -2.7778 -2.4284 -0.6123  0.29
H3 -2.3222 -3.0460 1.1282  0.25
H4 -1.3873 -0.7293 -0.5031  0.23
H5 0.7432 1.9866 0.5928  0.18
H6 2.2657 2.6059 -1.6823  0.43
H7 1.3245 3.7728 -1.0177  0.44
H8 -0.4807 -2.0978 1.9207  0.41
H9 0.5251 -1.2261 0.8998  0.45
H10 2.8310 2.9817 -0.3503  0.40
H11 2.1252 -0.3499 -1.5336  0.12

Computed properties:
Lowest unoccupied orbital energy: -4.86 eV
Gap between HOMO and LUMO: 0.197 Ha
E_HOMO: -10.23 eV
Total energy: -628.22007 hartree
Net charge: +1